A molecular structure, C3H5NO3, computed with ωB97M-V/def2-TZVPD.

Geometry as XYZ:
```
12
Properties=species:S:1:pos:R:3:forces:R:3:nbo_charge:R:1
N 1.149748 -0.846373 0.863066 0.3 0.0 0.1 -0.7866
C 0.283714 0.344790 0.584655 -0.2 -0.2 0.0 0.6090
O 0.158370 1.234153 1.409905 0.0 -0.1 -0.1 -0.6811
C -0.647911 -0.734509 0.222116 -0.1 0.0 0.0 -0.0446
O -1.542905 0.512604 -1.208075 0.3 0.2 -0.1 -0.5937
C -0.475102 1.039588 -1.552368 -0.2 -0.1 0.0 0.6586
O 0.655710 0.899572 -0.940755 -0.1 0.0 0.0 -0.5658
H 1.823523 -1.116479 0.155975 -0.1 0.0 0.1 0.4017
H 1.523508 -0.810679 1.805694 -0.1 0.0 -0.1 0.4126
H -0.482797 -1.365870 -0.638233 0.0 0.1 0.1 0.2186
H -1.398150 -1.041477 0.946420 0.1 0.1 -0.1 0.2351
H -0.434202 1.669679 -2.452364 0.0 -0.1 0.1 0.1362
```
Forces are in eV/Å.

The max |F| is 0.37 eV/A. For the LUMO energy, the calculation gives 0.3 eV. The value obtained for the relative energy (zero: lowest compared OMol25 entry of this formula, charge and spin) is 393.5 kJ/mol. The charge is 0. The orbital gap is 9.78 eV. The value obtained for the total energy is -10821.609 eV.